# C5H11NO4

C5H11NO4 as an isolated structure at a distorted geometry (wB97M-V/def2-TZVPD, the Open Molecules 2025 dataset).

Structure (XYZ):
```
21
Properties=species:S:1:pos:R:3:forces:R:3
O 0.74071 -0.43592 0.55585 -0.444 -0.109 0.313
H 2.25124 1.22808 -0.76017 -0.111 -0.025 -0.085
C -0.16034 1.63993 -0.66150 1.192 -1.067 -0.097
H -2.16748 1.05814 -1.24725 -0.046 -0.013 0.048
O 1.92544 0.60225 -1.42386 -0.029 -0.352 0.477
H -1.56908 0.25625 0.28007 -0.045 1.042 -0.833
H -1.00340 -0.41572 1.99047 0.172 0.515 -0.267
H 2.46040 -1.49095 0.08832 -0.082 0.025 -0.062
C 0.60861 0.28158 -1.12470 -0.809 1.456 -1.207
O 0.00695 -0.48306 -1.86011 0.198 -0.111 0.375
C -1.57481 1.35611 -0.38875 -0.140 -1.466 1.046
H 0.77750 1.52773 1.00628 0.003 0.046 -0.126
H -2.05616 1.99050 0.34952 -0.072 0.176 -0.169
H 0.92725 -2.31279 -0.28813 0.069 -0.051 0.011
H 1.48533 -2.14866 1.41184 -0.033 -0.083 -0.010
C 1.43808 -1.66534 0.43240 -0.291 0.289 0.032
H -0.07051 2.26282 -1.55862 -0.024 0.071 0.166
C -1.20696 -0.85674 1.02020 -0.425 -1.450 0.512
O 0.52467 2.25376 0.41028 -0.096 0.022 0.090
N -1.79203 -1.87562 0.67887 1.356 1.077 -0.046
H -1.54542 -2.77235 1.08901 -0.341 0.008 -0.168
```
Positions in Å, forces in eV/Å.

Properties
HOMO level (spin up / spin down) ... -8.93 / -8.93 eV

# C5H11NO4

One molecule with the formula C5H11NO4 at a distorted geometry (wB97M-V/def2-TZVPD, the Open Molecules 2025 dataset).

Structure (XYZ):
```
21
Properties=species:S:1:pos:R:3:forces:R:3
O -2.37874 -0.34395 0.67235 0.826 4.801 1.063
H -1.40691 1.75374 1.97203 2.386 -0.175 -3.022
H -2.05983 1.58943 -0.66697 0.980 -3.020 1.137
C 0.83082 -0.47984 -0.45925 -4.386 -3.694 -2.451
H 0.74570 -1.14318 0.36538 -0.553 -0.867 0.579
C -0.61840 1.20990 1.13946 -3.802 -1.018 0.544
O -1.10856 -1.55157 -1.52662 1.648 -1.042 4.336
H -2.60679 -1.07137 0.18831 -0.860 -2.909 -2.334
H 1.69217 -0.71223 1.78745 1.329 2.815 -1.567
H -1.61125 -1.31010 -2.21981 -2.769 0.686 -3.927
C 1.34814 0.75168 0.11997 4.014 0.419 -0.104
H -0.53085 0.38340 -1.84067 0.366 -0.699 -0.382
H 2.08212 1.15240 -0.63243 -0.551 0.104 0.915
C -1.53037 0.60568 -0.14592 -0.880 -0.875 4.700
H -0.42641 0.32013 1.95383 0.659 1.776 -2.665
O 0.44324 1.88590 0.40022 0.166 -2.879 2.357
H 1.21677 -2.17060 -1.45325 0.055 0.707 0.102
H 2.79406 0.67314 1.60760 1.396 1.139 1.577
C -0.66682 -0.33641 -1.00308 3.205 3.709 -1.790
N 2.16055 0.08209 1.18347 -2.537 -0.898 -0.157
O 1.63135 -1.28824 -1.44206 -0.691 1.919 1.091
```
Positions in Å, forces in eV/Å.

Properties
SMILES ... N[C@@H]1OC[C@H](O)[C@H](O)[C@H]1O
HOMO level ... -9.74 eV

# C5H11NOS

A 2-piece molecular cluster, C5H11NOS overall at a distorted geometry (wB97M-V/def2-TZVPD, the Open Molecules 2025 dataset).

Structure (XYZ):
```
19
Properties=species:S:1:pos:R:3:forces:R:3
H 1.20271 0.31948 -1.83771 -0.040 -0.052 -0.128
C 1.64686 -0.94641 0.53440 -0.052 0.143 0.107
C 1.34673 0.50106 0.28523 0.110 -0.123 -0.142
O -1.69935 1.14959 -0.89977 0.237 0.451 -0.463
C -2.18589 -1.27170 0.09990 -0.084 -0.109 0.347
H -2.17487 -1.86846 1.00184 0.127 -0.115 0.062
H 2.68836 -1.16042 0.29840 0.096 -0.089 -0.034
H 1.22785 1.98220 -1.24924 -0.006 0.082 -0.085
H -1.57094 -1.64296 -0.71136 0.131 0.279 -0.048
H 1.46092 -1.21538 1.57032 -0.001 -0.073 0.104
H -3.73231 -0.68100 -1.16851 0.177 0.263 -0.163
H 0.65672 2.33498 1.03160 -0.085 0.280 -0.106
N -3.47777 -0.69105 -0.18917 -0.244 0.152 0.503
H 1.03048 -1.57736 -0.10583 -0.017 -0.094 -0.094
H 0.66474 0.93869 2.22130 0.003 -0.091 0.195
S -2.30408 0.51880 0.26501 -0.339 -0.887 -0.326
C 0.86422 1.29847 1.22428 -0.011 -0.080 0.198
C 1.63975 0.98887 -1.09972 -0.097 0.107 0.128
H 2.71587 1.02258 -1.27098 0.096 -0.044 -0.055
```
Positions in Å, forces in eV/Å.

Properties
HOMO level ... -9.25 eV

# C5H11NOS

One molecule with the formula C5H11NOS at a distorted geometry (wB97M-V/def2-TZVPD, the Open Molecules 2025 dataset).

Structure (XYZ):
```
19
Properties=species:S:1:pos:R:3:forces:R:3
H 1.07524 -2.15410 1.96010 0.047 0.445 0.000
H -1.24113 -1.68468 2.30517 0.075 0.089 -0.145
H -0.44043 -0.54431 -0.91826 0.265 0.240 0.215
H -0.15980 0.20867 -3.55351 -0.226 0.022 0.003
C -0.32825 0.54751 -0.85389 -0.285 -0.629 -0.467
S 1.11902 0.48355 -3.30387 0.198 -0.297 0.064
N -0.78021 -1.20397 1.53996 0.461 -0.085 0.182
O -1.68218 0.61122 2.50819 -0.076 -0.014 0.118
H 0.85160 2.11354 -1.60955 0.149 -0.059 0.069
H 1.84710 0.79997 -1.06672 0.018 -0.336 0.143
H 1.06048 -1.14340 0.47845 -0.034 0.023 0.170
C 0.91506 1.02027 -1.57962 -0.183 1.065 -0.270
H 0.26818 -2.72639 0.54975 -0.014 0.261 -0.186
C -0.96841 0.14698 1.64054 -0.409 0.216 -0.129
H -1.20174 0.90013 -1.41448 0.088 0.172 0.131
C 0.47569 -1.80687 1.11014 -0.166 -0.897 0.015
H -1.01842 1.94679 0.67529 -0.032 0.157 -0.196
C -0.38263 1.07247 0.58039 0.002 -0.171 0.469
H 0.59081 1.41258 0.95190 0.122 -0.201 -0.185
```
Positions in Å, forces in eV/Å.

Properties
SMILES ... CNC(=O)CCCS
HOMO level ... -9.20 eV